{
  "formula": "C36H71N4O4",
  "method": "wB97M-V/def2-TZVPD",
  "species": ["C", "C", "C", "N", "C", "C", "C", "C", "C", "C", "C", "C", "C", "C", "C", "C", "C", "C", "C", "C", "C", "N", "C", "C", "C", "C", "C", "C", "O", "C", "C", "C", "C", "O", "C", "C", "O", "O", "C", "N", "C", "C", "C", "N", "H", "H", "H", "H", "H", "H", "H", "H", "H", "H", "H", "H", "H", "H", "H", "H", "H", "H", "H", "H", "H", "H", "H", "H", "H", "H", "H", "H", "H", "H", "H", "H", "H", "H", "H", "H", "H", "H", "H", "H", "H", "H", "H", "H", "H", "H", "H", "H", "H", "H", "H", "H", "H", "H", "H", "H", "H", "H", "H", "H", "H", "H", "H", "H", "H", "H", "H", "H", "H", "H", "H"],
  "positions_angstrom": [[-1.3911, 1.1377, 1.7027], [-0.2490, 1.1387, 1.0072], [0.9374, 1.9085, 1.5528], [1.9823, 2.1790, 0.5740], [2.0252, 3.5419, 0.0172], [1.0520, 3.7841, -1.1607], [-0.0275, 4.8339, -0.8545], [-1.4280, 4.2663, -1.0329], [-2.4921, 5.3180, -0.7387], [-3.9265, 4.8766, -1.0358], [-4.1824, 3.3784, -0.9470], [-5.6398, 3.0722, -1.3873], [-6.3631, 2.1294, -0.4480], [-5.7431, 0.7252, -0.3934], [-5.9275, -0.0286, -1.6970], [-4.9754, -1.2128, -1.9096], [-3.4894, -0.8622, -1.7127], [-2.9130, -1.2623, -0.3502], [-3.0390, -2.7868, -0.0941], [-3.9760, -3.1442, 1.0733], [2.8231, 1.2303, 0.2205], [2.7569, -0.0101, 0.7385], [4.0978, -0.6563, 0.9442], [4.3095, -1.8959, 0.0691], [3.4640, -3.1178, 0.3955], [1.9439, -2.9671, 0.1605], [1.3352, -4.1249, -0.6295], [1.7612, -5.5274, -0.1747], [2.1696, -6.3251, -1.2785], [1.0838, -6.8641, -2.0047], [4.2144, -1.0931, 2.3990], [4.2647, 0.0760, 3.3855], [4.3677, -0.4020, 4.8361], [3.8284, -1.7106, 4.9948], [2.4612, -1.7978, 5.0379], [1.6566, -0.8606, 5.9091], [1.8950, -2.6639, 4.3735], [5.1203, 0.2916, 0.7319], [5.0691, 0.8525, -0.5439], [3.7621, 1.5071, -0.7648], [3.2363, 1.3546, -2.1478], [2.2864, 0.1969, -2.4072], [1.7981, 0.2623, -3.8808], [0.5320, -0.4342, -4.0956], [-2.1605, 0.3945, 1.5723], [-1.5383, 1.8951, 2.4630], [-0.1647, 0.5884, 0.0795], [0.5544, 2.8296, 1.9755], [1.3320, 1.3369, 2.3878], [3.0452, 3.8325, -0.1831], [1.6812, 4.1711, 0.8296], [1.6302, 4.0675, -2.0326], [0.5929, 2.8226, -1.3837], [0.0958, 5.2842, 0.1258], [0.0782, 5.6127, -1.6053], [-1.5538, 3.4258, -0.3448], [-1.5253, 3.8486, -2.0324], [-2.2446, 6.1825, -1.3513], [-2.3724, 5.6091, 0.3016], [-4.5664, 5.3379, -0.2891], [-4.2280, 5.2063, -2.0253], [-3.5371, 2.8116, -1.6151], [-4.0329, 2.9845, 0.0581], [-5.6132, 2.7104, -2.4108], [-6.1845, 4.0123, -1.4139], [-6.3873, 2.5530, 0.5543], [-7.3943, 2.0180, -0.7867], [-6.2205, 0.1875, 0.4238], [-4.6982, 0.8625, -0.1327], [-6.9432, -0.4224, -1.7131], [-5.8594, 0.6327, -2.5560], [-5.2922, -2.0200, -1.2527], [-5.0841, -1.5999, -2.9192], [-2.8669, -1.2886, -2.4936], [-3.4046, 0.2224, -1.8126], [-1.8460, -1.0336, -0.3815], [-3.3512, -0.7000, 0.4663], [-2.0484, -3.1673, 0.1431], [-3.3614, -3.2662, -1.0128], [-3.5334, -3.9663, 1.6223], [-4.0646, -2.3007, 1.7485], [-4.9655, -3.4195, 0.7267], [2.2979, -0.0351, 1.6432], [5.3477, -2.1784, 0.2297], [4.2362, -1.6734, -0.9902], [3.8101, -3.8994, -0.2774], [3.6721, -3.4977, 1.3889], [1.7873, -2.0574, -0.4144], [1.4528, -2.8308, 1.1216], [1.5121, -4.0025, -1.6928], [0.2548, -4.0616, -0.4982], [2.5801, -5.5198, 0.5354], [0.9270, -6.0348, 0.3102], [1.3352, -6.8398, -3.0599], [0.1620, -6.2958, -1.8760], [0.8793, -7.8894, -1.7026], [5.1693, -1.6044, 2.4600], [3.3993, -1.7555, 2.6571], [3.3123, 0.6202, 3.3120], [5.0295, 0.8040, 3.1477], [3.9345, 0.3165, 5.5218], [5.4196, -0.4721, 5.0919], [2.2259, -0.1246, 6.4579], [0.9289, -0.3814, 5.2634], [1.0830, -1.4915, 6.5756], [5.3125, 0.1535, -1.3423], [5.8347, 1.6222, -0.5665], [2.7716, 2.2645, -2.5032], [4.1038, 1.2086, -2.7844], [1.3844, 0.2306, -1.7999], [2.7560, -0.7752, -2.2841], [1.6519, 1.3105, -4.1279], [2.5280, -0.1898, -4.5430], [-0.1701, -0.0611, -3.4720], [0.6318, -1.4284, -3.9455]],
  "atomic_forces_ev_per_a": [[0.739, 0.116, -0.294], [-0.806, 0.130, 0.547], [-0.848, -0.333, -0.538], [0.085, 0.118, 0.004], [-0.540, 0.273, 0.124], [0.447, -0.224, 0.630], [-0.071, -0.346, -1.126], [-0.005, -0.015, 0.683], [0.342, -0.351, -0.510], [0.424, -0.385, 0.493], [-0.845, -0.258, -0.476], [0.528, 0.442, 0.438], [-0.192, -0.643, -0.398], [-0.265, 0.704, 0.075], [0.049, -0.599, -0.113], [0.195, 0.123, -0.034], [-0.426, 0.487, 0.629], [0.308, -0.818, -0.804], [-0.052, 0.618, 0.471], [0.477, -0.003, -0.469], [0.115, 0.389, -0.601], [1.011, 0.543, 1.079], [0.178, -1.309, -0.050], [0.168, 0.007, 0.192], [-0.425, -0.186, -0.605], [0.686, 0.094, -0.063], [-0.591, -0.004, 0.822], [-0.233, -0.390, -0.562], [0.164, 0.165, 0.203], [-0.044, 0.056, -0.110], [0.608, 1.066, 0.037], [-1.379, -0.055, 0.085], [0.991, 0.127, -0.247], [-0.937, 0.169, 0.158], [-0.865, -1.558, -1.259], [0.243, -0.236, -0.399], [1.266, 1.529, 1.223], [-0.319, 0.228, -0.283], [0.314, 0.514, 0.073], [-0.356, -0.574, 0.081], [0.141, -0.247, -0.139], [-0.063, 0.008, -0.969], [-0.548, -0.370, 0.751], [0.344, 0.311, -0.175], [-0.213, 0.328, -0.409], [0.049, -0.273, 0.438], [0.328, -0.484, 0.170], [0.275, 0.338, -0.015], [0.312, 0.028, 0.142], [0.271, -0.237, -0.218], [0.143, 0.102, 0.248], [0.026, 0.076, -0.186], [-0.197, -0.084, -0.170], [0.026, 0.065, 0.174], [0.060, 0.433, 0.170], [-0.038, -0.119, -0.004], [-0.036, 0.064, -0.254], [-0.079, 0.326, 0.084], [-0.095, 0.127, 0.202], [-0.342, 0.289, -0.174], [-0.090, 0.167, -0.123], [0.345, 0.023, 0.071], [0.179, 0.131, 0.208], [-0.190, -0.147, -0.129], [-0.179, 0.152, -0.044], [-0.018, 0.135, 0.116], [-0.185, 0.098, 0.105], [0.098, -0.242, 0.115], [0.275, -0.200, 0.001], [-0.182, 0.042, -0.087], [0.153, 0.240, -0.074], [0.165, -0.182, 0.177], [-0.280, -0.001, -0.162], [0.029, -0.233, -0.143], [0.159, 0.153, -0.149], [0.110, 0.236, 0.158], [-0.245, 0.043, 0.022], [0.125, -0.133, -0.060], [-0.003, -0.214, -0.106], [-0.250, -0.271, 0.218], [-0.092, 0.106, 0.217], [-0.191, -0.054, 0.063], [-0.489, -0.154, -0.298], [0.235, 0.073, 0.021], [-0.241, 0.162, -0.171], [0.185, -0.101, -0.106], [0.050, 0.042, 0.238], [-0.219, 0.174, -0.005], [-0.236, -0.024, 0.101], [0.334, -0.099, -0.182], [-0.165, 0.125, -0.195], [0.210, 0.077, 0.002], [-0.106, 0.033, 0.255], [0.067, -0.122, -0.151], [-0.037, 0.182, 0.063], [0.040, -0.181, 0.063], [-0.013, -0.483, 0.082], [-0.007, -0.311, -0.038], [-0.027, 0.153, -0.056], [0.302, -0.031, 0.018], [-0.177, 0.067, 0.097], [0.111, -0.280, 0.176], [0.047, 0.026, 0.161], [-0.104, 0.227, -0.066], [-0.031, -0.080, 0.275], [-0.272, -0.321, -0.032], [0.096, 0.113, 0.085], [-0.078, 0.352, 0.233], [0.233, 0.134, -0.049], [-0.001, 0.094, 0.351], [0.086, -0.088, 0.396], [0.045, 0.129, -0.358], [0.247, 0.213, -0.171], [-0.203, -0.184, 0.012], [-0.119, -0.057, 0.078]],
  "gap_ev": 9.13,
  "homo_energy_ev": -11.4,
  "total_charge": 1,
  "max_force_ev_per_a": 2.3,
  "total_energy_ev": -52626.740
}